[1]
Density functional theory data (ωB97M-V/def2-TZVPD) for a 8-piece molecular cluster, C57H141N7O10 overall.

**E_HOMO (alpha / beta)**: -21.97 / -21.97 eV
**Relative energy (zero: lowest compared OMol25 entry of this formula, charge and spin)**: 1.369 eV
**Net charge**: +7
**Expectation value of S²**: 0.759
**2S+1**: 2

Last columns: bonded neighbours and bond lengths (Å).
Atoms and positions in Å:
1 O 0.83932 4.63383 -4.57015  C39 1.415, C55 1.474
2 O 4.93495 -3.40014 0.10734  C38 1.379, C50 1.430
3 O -8.21532 -1.21818 0.87697  C46 1.518, C72 1.406
4 O -2.46741 3.60539 0.67751  C30 1.454, C59 1.436
5 O -5.58254 -4.53915 -2.27337  C20 1.462, C21 1.408
6 O 0.01753 -3.30191 6.14340  C41 1.356, C42 1.403
7 O 3.69633 1.47269 0.64202  C26 1.420, C66 1.410
8 O -0.64406 -0.44943 -1.72745  C62 1.242
9 O -0.26547 -0.22710 0.42724  C62 1.252
10 O -0.37657 1.61007 -0.91002  C62 1.379, H180 0.960
11 N 1.29881 -1.72016 3.82274  C18 1.533, C23 1.520, C27 1.571, C56 1.568
12 N -0.11909 1.87817 -5.43964  C43 1.557, C51 1.505, C69 1.572, C71 1.536
13 N -2.58726 -4.57311 -2.09387  C44 1.612, C49 1.559, C68 1.555, C74 1.600
14 N 6.15931 2.65999 2.09789  C25 1.580, C29 1.559, C54 1.563, C73 1.509
15 N 4.63286 -2.83462 -2.78573  C35 1.552, C52 1.565, C58 1.531, C60 1.549
16 N -0.94196 4.04111 3.34345  C32 1.582, C36 1.570, C47 1.504, C64 1.578
17 N -6.14020 0.95655 1.10882  C31 1.535, C37 1.582, C57 1.581, C65 1.493
18 C 1.64491 -1.59059 5.31070  N11 1.533, C42 1.561, H139 1.090, H208 1.090
19 C 8.21680 2.30179 0.55899  C73 1.557, H148 1.090, H197 1.090, H210 1.090
20 C -6.75597 -5.08307 -1.59249  O5 1.462, H138 1.090, H164 1.090, H177 1.090
21 C -4.95476 -3.47550 -1.59802  O5 1.408, C49 1.555, H173 1.090, H191 1.090
22 C 5.19406 5.12043 2.02663  C25 1.555, H101 1.090, H124 1.090, H178 1.090
23 C 1.96588 -0.51451 3.17982  N11 1.520, H98 1.090, H109 1.090, H175 1.090
24 C 2.30996 -2.55931 -1.67303  C35 1.492, H106 1.090, H130 1.090, H214 1.090
25 C 4.89819 3.60494 2.20736  N14 1.580, C22 1.555, H82 1.090, H203 1.090
26 C 3.18654 1.40222 -0.68148  O7 1.420, H136 1.090, H171 1.090, H187 1.090
27 C 1.89958 -3.04729 3.23413  N11 1.571, C61 1.567, H146 1.090, H195 1.090
28 C -7.84972 1.97752 -0.55677  C57 1.581, H159 1.090, H162 1.090, H189 1.090
29 C 7.12345 2.88974 3.30146  N14 1.559, H92 1.090, H123 1.090, H152 1.090
30 C -2.76767 4.01787 -0.68350  O4 1.454, H97 1.090, H105 1.090, H119 1.090
31 C -5.05168 -0.12448 1.16168  N17 1.535, C48 1.555, H155 1.090, H185 1.090
32 C -2.47424 4.19439 2.98075  N16 1.582, C59 1.513, H77 1.090, H156 1.090
33 C -1.13261 -0.69185 3.81620  C56 1.554, H84 1.090, H86 1.090, H170 1.090
34 C -2.54214 1.78790 -6.23537  C51 1.535, H120 1.090, H190 1.090, H193 1.090
35 C 3.66184 -1.98057 -1.92681  N15 1.552, C24 1.492, H117 1.090, H145 1.090
36 C -0.22419 2.97314 2.44323  N16 1.570, H108 1.090, H143 1.090, H160 1.090
37 C -7.30258 0.55763 2.10547  N17 1.582, C72 1.538, H127 1.090, H132 1.090
38 C 5.19601 -3.81069 1.39717  O2 1.379, H90 1.090, H96 1.090, H107 1.090
39 C 0.61793 3.64380 -3.58350  O1 1.415, C43 1.545, H163 1.090, H168 1.090
40 C 4.88430 -3.85170 -5.20245  C60 1.504, H100 1.090, H142 1.090, H172 1.090
41 C -0.61809 -3.49871 7.32480  O6 1.356, H102 1.090, H158 1.090, H206 1.090
42 C 1.28177 -2.72062 6.32420  O6 1.403, C18 1.561, H128 1.090, H144 1.090
43 C 0.69329 2.21034 -4.15372  N12 1.557, C39 1.545, H125 1.090, H169 1.090
44 C -1.15067 -4.01066 -2.56213  N13 1.612, C63 1.555, H133 1.090, H200 1.090
45 C 1.07717 5.32095 4.03957  C47 1.494, H154 1.090, H174 1.090, H186 1.090
46 C -9.02867 -2.49032 0.71778  O3 1.518, H89 1.090, H122 1.090, H151 1.090
47 C -0.19409 5.34277 3.25584  N16 1.504, C45 1.494, H135 1.090, H182 1.090
48 C -3.69229 0.27208 0.51910  C31 1.555, H75 1.090, H104 1.090, H118 1.090
49 C -3.57338 -3.38485 -2.30588  N13 1.559, C21 1.555, H112 1.090, H188 1.090
50 C 5.60138 -4.24292 -0.83586  O2 1.430, C52 1.504, H161 1.090, H205 1.090
51 C -1.56425 2.12711 -5.10232  N12 1.505, C34 1.535, H137 1.090, H198 1.090
52 C 4.91716 -4.24716 -2.17546  N15 1.565, C50 1.504, H83 1.090, H167 1.090
53 C -1.45003 4.30869 5.94896  C64 1.621, H99 1.090, H129 1.090, H209 1.090
54 C 5.51382 1.24253 2.22977  N14 1.563, C66 1.522, H121 1.090, H126 1.090
55 C 0.15260 5.86137 -4.13069  O1 1.474, H181 1.090, H183 1.090, H201 1.090
56 C -0.20076 -1.85886 3.38559  N11 1.568, C33 1.554, H196 1.090, H207 1.090
57 C -6.55960 1.07511 -0.41049  N17 1.581, C28 1.581, H76 1.090, H211 1.090
58 C 5.96086 -2.09872 -2.98238  N15 1.531, H87 1.090, H115 1.090, H134 1.090
59 C -2.75337 4.68692 1.57736  O4 1.436, C32 1.513, H78 1.090, H199 1.090
60 C 4.07959 -3.05003 -4.21635  N15 1.549, C40 1.504, H91 1.090, H176 1.090
61 C 1.79454 -3.17198 1.67569  C27 1.567, H113 1.090, H147 1.090, H166 1.090
62 C -0.43816 0.24614 -0.71875  O8 1.242, O9 1.252, O10 1.379
63 C -1.11389 -3.32673 -3.95833  C44 1.555, H116 1.090, H140 1.090, H141 1.090
64 C -0.96237 3.33024 4.75219  N16 1.578, C53 1.621, H110 1.090, H111 1.090
65 C -5.63823 2.25945 1.63887  N17 1.493, H93 1.090, H192 1.090, H215 1.090
66 C 4.79253 0.66912 1.01877  O7 1.410, C54 1.522, H79 1.090, H204 1.090
67 C -1.49619 -6.28535 -0.43447  C74 1.588, H114 1.090, H157 1.090, H213 1.090
68 C -3.06883 -5.73326 -3.00996  N13 1.555, H80 1.090, H88 1.090, H131 1.090
69 C 0.16763 0.34890 -5.66573  N12 1.572, H165 1.090, H184 1.090, H202 1.090
70 C 1.64753 2.91306 -6.97785  C71 1.540, H150 1.090, H194 1.090, H212 1.090
71 C 0.14586 2.70957 -6.70429  N12 1.536, C70 1.540, H85 1.090, H179 1.090
72 C -7.72518 -0.92055 2.16066  O3 1.406, C37 1.538, H81 1.090, H103 1.090
73 C 6.83193 2.97649 0.78477  N14 1.509, C19 1.557, H95 1.090, H153 1.090
74 C -2.55496 -5.11197 -0.58757  N13 1.600, C67 1.588, H94 1.090, H149 1.090
75 H -3.76609 0.80021 -0.43155  C48 1.090
76 H -6.66965 0.01259 -0.62736  C57 1.090
77 H -3.02248 4.74476 3.74536  C32 1.090
78 H -2.06807 5.51633 1.40263  C59 1.090
79 H 4.42882 -0.31286 1.32134  C66 1.090
80 H -2.26208 -6.46547 -2.97670  C68 1.090
81 H -6.96313 -1.59380 2.55326  C72 1.090
82 H 4.64328 3.41373 3.24975  C25 1.090
83 H 3.99688 -4.83113 -2.18770  C52 1.090
84 H -0.72643 0.22182 3.38224  C33 1.090
85 H -0.17498 3.72836 -6.48695  C71 1.090
86 H -1.26348 -0.41652 4.86270  C33 1.090
87 H 6.51063 -2.01193 -2.04520  C58 1.090
88 H -3.40338 -5.24032 -3.92276  C68 1.090
89 H -10.07689 -2.47713 1.01637  C46 1.090
90 H 4.29438 -3.99933 1.97991  C38 1.090
91 H 3.09839 -3.51599 -4.12566  C60 1.090
92 H 6.53613 2.74396 4.20803  C29 1.090
93 H -6.45550 2.96353 1.79519  C65 1.090
94 H -3.51128 -5.45377 -0.19169  C74 1.090
95 H 7.17709 3.97331 1.05919  C73 1.090
96 H 5.90889 -4.62426 1.53139  C38 1.090
97 H -2.02660 4.77468 -0.94073  C30 1.090
98 H 3.02095 -0.47436 3.45055  C23 1.090
99 H -2.03963 3.69322 6.62843  C53 1.090
100 H 5.91306 -3.57701 -5.43545  C40 1.090
101 H 5.27788 5.50793 1.01128  C22 1.090
102 H -0.15561 -4.24090 7.97547  C41 1.090
103 H -8.63307 -1.00462 2.75795  C72 1.090
104 H -3.14922 0.98146 1.14357  C48 1.090
105 H -2.57777 3.13318 -1.29126  C30 1.090
106 H 2.44076 -3.51178 -1.15943  C24 1.090
107 H 5.61100 -3.03148 2.03647  C38 1.090
108 H 0.54802 2.42385 2.98182  C36 1.090
109 H 1.52853 0.40837 3.56075  C23 1.090
110 H 0.06339 3.03707 4.97572  C64 1.090
111 H -1.48159 2.37443 4.68195  C64 1.090
112 H -3.64176 -3.19190 -3.37648  C49 1.090
113 H 2.31065 -2.30261 1.26835  C61 1.090
114 H -1.26752 -6.35404 0.62906  C67 1.090
115 H 6.64028 -2.72989 -3.55518  C58 1.090
116 H -0.08187 -3.00835 -4.10547  C63 1.090
117 H 4.16522 -1.80620 -0.97587  C35 1.090
118 H -3.04847 -0.60524 0.45657  C48 1.090
119 H -3.76008 4.46707 -0.64565  C30 1.090
120 H -2.49096 0.74799 -6.55801  C34 1.090
121 H 6.39528 0.61861 2.37764  C54 1.090
122 H -8.50377 -3.33690 1.16037  C46 1.090
123 H 7.57689 3.84900 3.05184  C29 1.090
124 H 4.40952 5.73860 2.46303  C22 1.090
125 H 0.53148 1.47201 -3.36837  C43 1.090
126 H 4.94700 1.16446 3.15752  C54 1.090
127 H -7.17701 0.99540 3.09576  C37 1.090
128 H 1.39088 -2.14131 7.24104  C42 1.090
129 H -0.59503 4.58488 6.56604  C53 1.090
130 H 1.67020 -2.62333 -2.55320  C24 1.090
131 H -3.92340 -6.20598 -2.52587  C68 1.090
132 H -8.03215 1.16503 1.56984  C37 1.090
133 H -0.77644 -3.31690 -1.80931  C44 1.090
134 H 5.70702 -1.16243 -3.47941  C58 1.090
135 H -0.07269 5.48729 2.18230  C47 1.090
136 H 3.95639 1.63022 -1.41865  C26 1.090
137 H -1.72995 3.17431 -4.84930  C51 1.090
138 H -7.30683 -5.70473 -2.29832  C20 1.090
139 H 1.17195 -0.65590 5.61199  C18 1.090
140 H -1.08650 -4.21525 -4.58912  C63 1.090
141 H -1.81767 -2.65546 -4.45046  C63 1.090
142 H 4.95136 -4.91690 -4.98118  C40 1.090
143 H 0.14821 3.44261 1.53274  C36 1.090
144 H 2.04982 -3.46149 6.54629  C42 1.090
145 H 3.53432 -1.03139 -2.44730  C35 1.090
146 H 1.62031 -3.91013 3.83880  C27 1.090
147 H 2.33576 -4.02410 1.26449  C61 1.090
148 H 8.34541 1.23084 0.71600  C19 1.090
149 H -2.41237 -4.19127 -0.02182  C74 1.090
150 H 1.63743 3.41899 -7.94327  C70 1.090
151 H -9.08706 -2.67933 -0.35411  C46 1.090
152 H 7.84265 2.07369 3.23129  C29 1.090
153 H 6.09589 2.96577 -0.01911  C73 1.090
154 H 1.66604 6.22735 3.89897  C45 1.090
155 H -5.00368 -0.47462 2.19280  C31 1.090
156 H -2.85029 3.17470 3.06390  C32 1.090
157 H -0.59204 -6.17537 -1.03322  C67 1.090
158 H -1.66548 -3.78800 7.23881  C41 1.090
159 H -7.91828 2.28575 -1.60004  C28 1.090
160 H -0.97256 2.25579 2.10642  C36 1.090
161 H 5.85721 -5.24242 -0.48422  C50 1.090
162 H -8.79474 1.47774 -0.34401  C28 1.090
163 H -0.30036 3.72010 -3.00124  C39 1.090
164 H -6.41857 -5.68453 -0.74839  C20 1.090
165 H -0.36579 -0.01241 -6.54494  C69 1.090
166 H 0.78577 -3.41820 1.34426  C61 1.090
167 H 5.62475 -4.71446 -2.86034  C52 1.090
168 H 1.42688 3.85532 -2.88423  C39 1.090
169 H 1.73906 2.03651 -4.40724  C43 1.090
170 H -2.12256 -0.75158 3.36395  C33 1.090
171 H 2.39133 2.12869 -0.84880  C26 1.090
172 H 4.42714 -3.77781 -6.18918  C40 1.090
173 H -5.45314 -2.51661 -1.74033  C21 1.090
174 H 1.15410 5.24520 5.12422  C45 1.090
175 H 1.74624 -0.49725 2.11232  C23 1.090
176 H 3.96328 -2.04882 -4.63127  C60 1.090
177 H -7.39523 -4.24403 -1.31778  C20 1.090
178 H 6.05030 5.52783 2.56420  C22 1.090
179 H -0.33912 2.30218 -7.59138  C71 1.090
180 H 0.04830 1.97763 -0.13156  O10 0.960
181 H 0.40488 6.69309 -4.78849  C55 1.090
182 H -0.88063 6.13446 3.55582  C47 1.090
183 H -0.93348 5.88013 -4.22119  C55 1.090
184 H 1.21803 0.20977 -5.92142  C69 1.090
185 H -5.44725 -0.94868 0.56813  C31 1.090
186 H 1.53568 4.37405 3.75454  C45 1.090
187 H 2.61200 0.49386 -0.86280  C26 1.090
188 H -3.11703 -2.47777 -1.90957  C49 1.090
189 H -7.89853 2.94039 -0.04822  C28 1.090
190 H -3.52400 2.02032 -5.82303  C34 1.090
191 H -4.83233 -3.61149 -0.52349  C21 1.090
192 H -5.03896 2.79617 0.90340  C65 1.090
193 H -2.51184 2.38525 -7.14660  C34 1.090
194 H 2.31783 3.50273 -6.35249  C70 1.090
195 H 2.96047 -2.93197 3.45618  C27 1.090
196 H -0.06479 -1.84121 2.30424  C56 1.090
197 H 8.33675 2.46481 -0.51206  C19 1.090
198 H -1.93200 1.58317 -4.23227  C51 1.090
199 H -3.75529 5.08971 1.42901  C59 1.090
200 H -0.32874 -4.72494 -2.61024  C44 1.090
201 H 0.45171 5.95993 -3.08717  C55 1.090
202 H -0.20811 -0.16267 -4.77960  C69 1.090
203 H 4.05544 3.37569 1.55520  C25 1.090
204 H 5.51381 0.50109 0.21902  C66 1.090
205 H 6.56656 -3.73749 -0.86843  C50 1.090
206 H -0.67902 -2.56842 7.88956  C41 1.090
207 H -0.50448 -2.85575 3.70506  C56 1.090
208 H 2.70952 -1.45005 5.49768  C18 1.090
209 H -2.06991 5.14896 5.63623  C53 1.090
210 H 9.16057 2.75928 0.85582  C19 1.090
211 H -5.67019 1.50764 -0.86870  C57 1.090
212 H 2.15941 1.97187 -7.17842  C70 1.090
213 H -1.92156 -7.17772 -0.89364  C67 1.090
214 H 1.77575 -1.94756 -0.94607  C24 1.090
215 H -5.20012 2.02479 2.60896  C65 1.090


[2]
Density functional theory data (ωB97M-V/def2-TZVPD) for one molecule with the formula C3H5N3O.

**SMILES**: Nc1c[nH]c(=O)[nH]1
**E_HOMO**: -7.84 eV
**Relative energy (zero: lowest compared OMol25 entry of this formula, charge and spin)**: 0.622 eV
**Net charge**: 0

Last columns: bonded neighbours and bond lengths (Å).
Atoms and positions in Å:
1 O -2.39426 -1.43902 -0.18400  C6 1.209
2 N -1.49767 0.72122 0.08237  C5 1.425, C6 1.409, H11 1.014
3 N -0.13735 -1.02486 0.19972  C6 1.388, C7 1.394, H10 1.006
4 N 2.03586 -0.00071 -0.02478  C7 1.388, H9 1.011, H12 1.011
5 C -0.15171 1.18665 0.04296  N2 1.425, C7 1.343, H8 1.079
6 C -1.47045 -0.68580 0.01694  O1 1.209, N2 1.409, N3 1.388
7 C 0.65646 0.11430 0.07427  N3 1.394, N4 1.388, C5 1.343
8 H 0.07092 2.20089 -0.24963  C5 1.079
9 H 2.44161 0.74909 -0.56889  N4 1.011
10 H 0.17546 -1.97962 0.15242  N3 1.006
11 H -2.07196 1.04836 0.85195  N2 1.014
12 H 2.34310 -0.89051 -0.39331  N4 1.011


| no. | strongest force on any atom (eV Å⁻¹) | E (hartree) |
| --- | --- | --- |
| 1 | 3.60 | -3388.7458 |
| 2 | 0.49 | -356.8345 |